DFT (wB97M-V/def2-TZVPD) results for a structure of composition C5O5Rh at a distorted geometry.

Element x y z (Å)
Rh  -0.162  0.005  0.180
O  2.916  0.011  -0.405
O  -0.076  3.075  0.165
O  0.465  -0.034  3.246
O  -0.077  -3.063  0.086
O  -2.779  0.007  -3.105
C  -0.124  1.920  0.119
C  -2.043  -0.003  -2.233
C  -0.125  -1.907  0.071
C  0.242  -0.019  2.113
C  1.764  0.009  -0.236

## Properties
E_HOMO (alpha / beta), eV: -24.181 / -27.474
Total energy, eV: -18383.325
Net charge: +3
Orbital gap (alpha / beta), Ha: 0.3371 / 0.1926
2S+1: 5